{
  "formula": "C30H58BN4O13P2S2",
  "method": "the ωB97M-V functional and the def2-TZVPD basis",
  "symbols": ["C", "C", "C", "O", "C", "O", "C", "S", "N", "C", "N", "C", "C", "B", "O", "N", "C", "C", "N", "C", "C", "C", "C", "C", "C", "O", "C", "O", "C", "S", "H", "H", "H", "H", "H", "H", "H", "H", "H", "H", "H", "H", "H", "H", "H", "H", "H", "H", "H", "H", "H", "H", "H", "H", "H", "H", "H", "H", "O", "P", "O", "C", "C", "O", "C", "C", "O", "C", "C", "H", "H", "H", "H", "H", "H", "H", "H", "H", "H", "H", "H", "H", "H", "H", "O", "P", "O", "C", "C", "O", "C", "C", "O", "C", "C", "H", "H", "H", "H", "H", "H", "H", "H", "H", "H", "H", "H", "H", "H", "H"],
  "xyz": [[8.01, 1.82, 1.35], [6.66, 1.75, 0.60], [6.97, 1.44, -0.89], [7.14, 0.03, -1.15], [6.58, -0.38, -2.35], [7.29, -0.91, -3.17], [5.08, -0.23, -2.67], [4.03, -1.38, -1.72], [4.52, -1.15, -0.08], [3.95, -1.73, 0.91], [4.27, -1.62, 2.29], [2.99, -1.87, 3.00], [2.03, -2.57, 1.95], [0.65, -1.75, 1.94], [-0.36, -2.22, 2.78], [0.36, -0.53, 1.18], [0.99, 0.68, 1.73], [0.59, -0.68, -0.27], [2.87, -2.60, 0.74], [3.33, -3.88, 0.24], [2.64, -4.46, -0.82], [3.06, -5.66, -1.37], [4.18, -6.32, -0.89], [4.87, -5.77, 0.18], [4.44, -4.56, 0.72], [5.91, 2.96, 0.68], [5.39, 3.23, 1.93], [5.74, 4.23, 2.50], [4.41, 2.29, 2.64], [5.35, 1.52, 4.02], [8.71, 2.53, 0.91], [7.78, 2.03, 2.40], [8.41, 0.79, 1.35], [6.09, 0.94, 1.09], [6.23, 1.91, -1.56], [7.93, 1.92, -1.12], [4.92, -0.46, -3.73], [4.79, 0.83, -2.53], [5.30, -0.52, 0.11], [4.82, -2.43, 2.57], [2.55, -0.93, 3.33], [3.13, -2.48, 3.90], [1.78, -3.60, 2.25], [-0.66, -1.41, 3.22], [1.97, 0.92, 1.29], [1.06, 0.61, 2.83], [0.31, 1.53, 1.55], [-0.24, -0.31, -0.89], [0.81, -1.72, -0.55], [1.49, -0.08, -0.54], [1.77, -3.96, -1.24], [2.48, -6.04, -2.21], [4.49, -7.25, -1.37], [5.74, -6.27, 0.59], [5.05, -4.17, 1.54], [3.52, 2.80, 3.00], [4.09, 1.46, 1.99], [5.03, 0.21, 3.99], [-5.17, 5.33, 0.33], [-3.78, 5.12, 0.82], [-2.87, 5.72, -0.42], [-3.23, 6.92, -1.10], [-2.53, 8.13, -0.52], [-3.61, 3.51, 0.57], [-4.76, 2.69, 0.34], [-5.04, 2.54, -1.14], [-2.48, 5.00, 1.83], [-1.85, 6.16, 2.36], [-2.81, 7.05, 3.13], [-4.31, 7.08, -1.09], [-2.93, 6.80, -2.14], [-2.85, 8.31, 0.51], [-2.76, 9.02, -1.10], [-1.45, 7.99, -0.51], [-5.63, 3.07, 0.88], [-4.53, 1.71, 0.77], [-5.03, 3.51, -1.65], [-6.01, 2.07, -1.31], [-4.27, 1.93, -1.62], [-1.34, 6.71, 1.56], [-1.08, 5.81, 3.04], [-3.68, 7.33, 2.52], [-2.31, 7.97, 3.44], [-3.18, 6.54, 4.02], [-4.65, -4.74, -2.85], [-5.03, -3.39, -2.33], [-6.64, -3.57, -2.02], [-7.16, -4.75, -1.42], [-7.29, -4.61, 0.08], [-5.08, -2.54, -3.73], [-4.48, -3.04, -4.92], [-5.49, -3.81, -5.75], [-4.95, -1.94, -1.56], [-5.06, -1.85, -0.15], [-4.03, -2.69, 0.58], [-6.56, -5.63, -1.67], [-8.16, -4.91, -1.85], [-6.30, -4.50, 0.55], [-7.76, -5.50, 0.51], [-7.88, -3.74, 0.35], [-3.61, -3.66, -4.69], [-4.12, -2.18, -5.49], [-6.06, -4.52, -5.15], [-5.00, -4.34, -6.57], [-6.22, -3.12, -6.19], [-6.07, -2.09, 0.16], [-4.90, -0.80, 0.11], [-4.05, -3.73, 0.26], [-4.20, -2.65, 1.66], [-3.02, -2.31, 0.38]],
  "mulliken_charge": [-1.464, 1.102, -0.548, -0.374, 0.574, -0.499, -0.666, 0.139, 0.483, -1.100, -0.071, -0.773, -0.056, 0.223, -0.667, -0.048, -1.046, -0.818, 1.595, -0.391, -0.066, -0.725, -0.435, -1.054, 0.201, -0.336, 0.111, -0.484, 0.830, -0.170, 0.419, 0.316, 0.365, -0.476, 0.353, 0.418, 0.437, 0.319, 0.275, 0.379, 0.278, 0.366, 0.382, 0.344, 0.100, 0.367, 0.495, 0.388, 0.163, 0.233, 0.390, 0.419, 0.418, 0.416, 0.228, 0.473, -0.808, 0.085, -0.799, 1.034, -0.330, -0.272, -1.034, -0.304, -0.293, -1.021, -0.329, -0.129, -1.152, 0.308, 0.334, 0.200, 0.410, 0.255, 0.374, 0.232, 0.352, 0.348, 0.249, 0.204, 0.302, 0.371, 0.360, 0.316, -0.814, 1.078, -0.338, -0.282, -0.999, -0.336, -0.306, -1.032, -0.334, 0.426, -1.094, 0.300, 0.348, 0.191, 0.411, 0.249, 0.336, 0.350, 0.280, 0.352, 0.283, 0.105, -0.131, 0.315, 0.390, 0.257],
  "mol_weight_da": 819.70,
  "gap_ha": 0.291,
  "energy_ev": -105547.6821,
  "lumo_energy_ev": -3.65,
  "total_charge": 1
}